{
  "formula": "C6H12INO4",
  "method": "the ωB97M-V functional and the def2-TZVPD basis",
  "homo_energy_ev": [-9.4171, -9.7098],
  "molar_mass_da": 289.07,
  "orbital_gap_ev": [6.95, 7.57],
  "relative_energy_kcal_mol": 35.38,
  "species": ["C", "C", "C", "C", "C", "C", "N", "O", "O", "O", "O", "I", "H", "H", "H", "H", "H", "H", "H", "H", "H", "H", "H", "H"],
  "positions_angstrom": [[0.590, 1.801, 1.464], [-0.404, -2.433, -0.108], [1.037, -1.030, -1.512], [-0.571, 0.770, 1.368], [0.420, -1.102, -0.141], [-0.470, 0.060, 0.062], [-1.205, 0.570, -1.061], [-1.326, 1.855, -1.061], [-1.516, -0.018, -2.068], [-1.793, 1.337, 1.653], [1.479, -0.981, 0.767], [0.678, 3.032, -2.396], [1.596, 1.455, 1.065], [0.267, 2.600, 0.755], [0.759, 2.161, 2.404], [0.196, -3.302, -0.379], [-1.124, -2.319, -0.906], [-1.002, -2.565, 0.877], [1.887, -1.698, -1.481], [1.451, 0.035, -1.684], [0.348, -1.397, -2.248], [-0.405, 0.036, 2.131], [-2.001, 2.007, 0.863], [1.110, -0.872, 1.637]]
}